[1]
DFT (the ωB97M-V functional and the def2-TZVPD basis) results for the molecule C10H10S2.

```
22
Properties=species:S:1:pos:R:3
C -3.001 -0.523 -0.541
C -2.662 0.775 -0.172
C -2.054 -1.536 -0.498
C -1.387 1.080 0.254
C -0.781 -1.251 -0.053
C -0.427 0.063 0.321
C 0.330 -2.229 0.094
C 1.804 1.362 0.816
C 2.699 1.405 -0.464
C 0.919 0.185 0.725
S 1.822 -1.259 0.571
S 3.743 -0.051 -0.721
H -4.009 -0.751 -0.854
H -3.413 1.549 -0.211
H -2.319 -2.545 -0.779
H -1.127 2.088 0.541
H 0.174 -2.912 0.931
H 0.534 -2.813 -0.804
H 2.463 1.273 1.682
H 1.246 2.297 0.885
H 2.072 1.539 -1.348
H 3.375 2.252 -0.375
```

## Properties
Energy above the lowest of the compared OMol25 structures with the same formula, charge and spin in eV: 0.2548
Net charge: 0

[2]
DFT (the ωB97M-V functional and the def2-TZVPD basis) results for a structure of composition C10H11AlBrCl3LiO6S.

```
34
Properties=species:S:1:pos:R:3
O 3.115 2.084 2.946
C 2.254 1.352 2.650
Cl 1.822 0.007 3.882
C 1.381 1.340 1.407
C 2.048 0.801 0.156
C 1.683 -0.368 -0.365
C 2.454 -0.673 -1.612
O 2.422 -1.651 -2.289
O 3.272 0.429 -1.794
C 3.122 1.341 -0.776
O 3.739 2.343 -0.745
H 1.032 2.361 1.219
H 0.531 0.686 1.589
H 0.903 -1.016 0.053
Li 2.928 0.341 6.330
Cl 3.030 -0.585 -4.411
C -4.311 -0.724 0.039
C -4.030 -1.710 -1.102
C -2.559 -1.541 -1.502
S -1.701 -0.975 -0.031
O -1.212 0.365 -0.264
O -0.832 -2.023 0.454
C -3.149 -0.878 1.015
H -5.265 -0.924 0.521
H -4.337 0.296 -0.352
H -4.203 -2.730 -0.753
H -4.688 -1.540 -1.952
H -2.117 -2.479 -1.831
H -2.437 -0.782 -2.272
H -3.049 -0.041 1.703
H -3.220 -1.815 1.568
Cl 3.421 4.060 1.532
Al 2.861 -0.845 -6.723
Br 5.091 5.495 1.708
```

## Properties
Net charge: +1
E_tot in hartree: -5441.59386

[3]
DFT (the ωB97M-V functional and the def2-TZVPD basis) results for a structure of composition C10H11AuCl3F4N2O4SeSi.

```
37
Properties=species:S:1:pos:R:3
Au 0.164 0.741 -1.868
C -2.759 -1.095 -1.227
N -2.292 0.258 -0.960
C -3.216 1.229 -1.522
C -2.070 0.482 0.458
C -0.765 -0.036 1.079
N 0.361 0.447 0.714
C 1.566 0.134 1.378
C 2.764 0.403 0.709
F 2.766 0.970 -0.485
C 3.991 0.079 1.265
F 5.100 0.358 0.571
C 4.092 -0.495 2.510
C 2.923 -0.718 3.207
F 2.971 -1.221 4.449
C 1.694 -0.406 2.665
F 0.622 -0.598 3.450
H -3.765 -1.255 -0.802
H -2.099 -1.848 -0.811
H -2.803 -1.259 -2.303
H -4.221 1.139 -1.075
H -3.298 1.065 -2.596
H -2.851 2.241 -1.353
H -2.904 0.042 1.029
H -2.044 1.558 0.645
H -0.427 -1.670 0.506
H -0.909 -0.237 2.144
H 5.052 -0.757 2.930
Cl -0.920 3.761 -3.816
Si 0.152 2.995 -2.165
Cl 1.975 4.032 -2.298
Cl -0.778 4.042 -0.556
O -0.168 -2.600 0.379
Se 0.419 -2.910 -1.271
O -0.730 -3.805 -1.943
O 0.572 -1.444 -2.002
O 1.836 -3.620 -1.036
```

## Properties
Energy above the lowest of the compared OMol25 structures with the same formula, charge and spin in eV: 1.1643
Net charge: -1

[4]
DFT (the ωB97M-V functional and the def2-TZVPD basis) results for a structure of composition C10H11BFeO3.

```
26
Properties=species:S:1:pos:R:3
O 4.024 -1.379 0.283
C 2.988 -0.877 0.495
Fe 1.636 0.288 0.335
C 2.507 1.782 -0.168
O 3.122 2.650 -0.646
C 1.447 0.051 -1.416
O 1.624 -0.143 -2.551
C -1.469 2.021 0.555
C -2.082 0.867 0.215
C -1.384 -0.440 0.071
C -0.024 -0.814 0.629
C 0.409 -0.301 1.886
C 0.484 1.107 1.972
C -0.098 2.014 1.041
H -1.962 3.009 0.444
H -3.087 0.877 -0.221
H -2.061 -1.247 0.377
H 0.239 -1.856 0.374
H 0.697 -0.944 2.731
H 0.981 1.537 2.849
H 0.460 2.957 0.889
H -1.220 -0.448 -0.979
B -1.898 -2.985 -2.488
H -2.029 -3.121 -1.242
H -2.608 -1.982 -2.787
H -0.694 -2.624 -2.647
```

## Properties
Expectation value of S²: 6.05
Multiplicity: 5
Energy above the lowest of the compared OMol25 structures with the same formula, charge and spin in eV: 0.0000
Net charge: +2

[5]
DFT (the ωB97M-V functional and the def2-TZVPD basis) results for a cluster of 2 separate species, C10H11BrF4N2O4S2 in total.

```
34
Properties=species:S:1:pos:R:3
C -0.850 0.879 2.983
C -2.294 0.422 2.944
Br -3.486 1.989 2.846
C -2.677 -0.497 1.765
N -2.120 -0.095 0.465
N -2.899 0.756 -0.215
C -2.457 1.143 -1.371
C -1.267 0.750 -2.032
S -0.825 1.322 -3.599
C -0.482 -0.135 -1.312
C -0.967 -0.499 -0.058
C -0.023 -1.426 0.684
C 1.284 -0.731 0.977
O 2.243 -1.325 1.262
F 1.291 0.593 0.805
H -0.547 1.446 2.109
H -0.751 1.548 3.838
H -0.214 0.019 3.207
H -2.557 -0.094 3.863
H -3.754 -0.408 1.654
H -2.500 -1.552 1.962
H -3.086 1.859 -1.891
H -0.116 0.268 -4.053
H 0.469 -0.500 -1.705
H -0.442 -1.966 1.525
H 0.246 -2.181 -0.058
C 3.945 -0.059 -1.306
F 3.884 -1.176 -0.567
F 3.252 0.893 -0.644
F 5.219 0.342 -1.320
S 3.229 -0.354 -2.976
O 1.859 -0.759 -2.638
O 4.057 -1.398 -3.519
O 3.337 0.929 -3.623
```

## Properties
Net charge: 0
E_tot in hartree: -4567.92931

[6]
DFT (the ωB97M-V functional and the def2-TZVPD basis) results for the ion C10H11BrN3O with charge -1.

```
26
Properties=species:S:1:pos:R:3
C -2.863 -0.353 -2.868
N -1.883 -0.100 -1.725
C -0.700 -0.639 -1.483
C -0.070 0.161 -0.579
C 1.151 -0.077 0.192
C 2.041 -1.118 -0.422
Br 2.081 -1.077 -2.349
C 1.899 1.066 0.784
C 1.405 1.611 1.956
C 0.505 1.007 2.814
C 0.074 -0.300 2.658
N 0.276 -0.971 1.533
O 0.421 -2.212 1.589
C -0.946 1.229 -0.302
N -2.076 1.032 -1.026
H -2.458 -1.191 -3.323
H -3.903 -0.454 -2.564
H -2.778 0.654 -3.297
H -0.716 -1.661 -1.922
H 1.766 -2.055 0.003
H 3.046 -0.932 -0.041
H 2.845 1.386 0.448
H 1.869 2.510 2.222
H 0.207 1.411 3.694
H -0.185 -0.947 3.531
H -1.011 2.022 0.476
```

## Properties
SMILES: Cn1cc([C@@]2(CBr)C=CC=CN2[O-])cn1
Net charge: -1
E_tot in hartree: -3201.03112

[7]
DFT (the ωB97M-V functional and the def2-TZVPD basis) results for a structure of composition C10H11ClF5SnTl.

```
29
Properties=species:S:1:pos:R:3
Tl 0.157 -1.251 1.202
Cl -2.257 -1.279 0.910
C 1.540 -2.250 -0.028
H 2.558 -1.941 0.233
H 1.274 -2.017 -1.065
H 1.402 -3.312 0.219
Sn -2.388 1.708 -3.105
C -3.521 2.219 -1.321
C -3.054 -0.315 -3.529
C -0.343 1.770 -2.757
H -2.418 -0.726 -4.323
H -3.008 -0.930 -2.616
H -4.085 -0.229 -3.897
H -3.167 3.193 -0.962
H -4.568 2.306 -1.637
H -3.398 1.437 -0.554
H 0.341 1.127 -3.332
H 0.088 2.515 -2.068
F 2.719 0.723 0.811
C 2.112 1.053 1.999
C 0.860 0.533 2.305
C 0.192 1.047 3.416
F -1.121 0.757 3.642
C 0.848 1.891 4.323
F 0.234 2.331 5.445
C 2.154 2.299 4.060
F 2.824 3.068 4.944
C 2.773 1.920 2.871
F 3.994 2.404 2.557
```

## Properties
Net charge: 0
E_tot in hartree: -1733.73752

[8]
DFT (the ωB97M-V functional and the def2-TZVPD basis) results for a structure of composition C10H11DyNO5.

```
28
Properties=species:S:1:pos:R:3
O 0.743 3.869 -2.247
C 0.912 2.726 -2.412
Dy 1.444 0.673 -2.439
O 4.948 1.326 -4.286
C 3.881 1.154 -3.842
C -0.477 0.668 -3.923
O -1.441 0.660 -4.582
C 1.333 -1.383 -2.958
O 1.413 -2.539 -3.110
O -0.557 0.378 -1.303
C -0.582 0.312 -0.027
C -1.909 0.174 0.660
C -2.051 -1.127 1.426
C -1.284 -1.135 2.746
C 0.231 -1.028 2.655
C 0.762 0.285 2.092
N 0.603 0.350 0.627
H -2.074 1.047 1.295
H -2.656 0.193 -0.140
H -3.108 -1.243 1.663
H -1.766 -1.978 0.793
H -1.659 -0.316 3.368
H -1.528 -2.069 3.260
H 0.616 -1.091 3.677
H 0.659 -1.871 2.099
H 0.246 1.145 2.531
H 1.827 0.373 2.298
H 1.474 0.450 0.080
```

## Properties
Expectation value of S²: 9.33
Multiplicity: 6
Net charge: +3
E_tot in hartree: -1702.40829

Record-wise F_max values, in Eh/bohr: 0.0340; 0.0695; 0.0721; 0.2057; 0.0371; 0.0831; 0.0459; 0.2569